This record from the Open Molecules 2025 dataset describes a cluster of 10 separate species, C40H70N10 in total. The level of theory is wB97M-V/def2-TZVPD.

```
120
Properties=species:S:1:pos:R:3:forces:R:3:lowdin_charge:R:1
C 8.64400 16.04365 16.23335 -0.2 -0.4 -0.6 -0.106
C 9.43249 16.94958 15.27644 0.7 -0.8 0.3 -0.231
C 10.92482 17.12720 15.71319 -1.0 0.1 1.1 -0.162
C 11.56544 15.82708 16.02367 -1.2 2.7 -1.4 -0.247
N 12.03650 14.82382 16.24294 1.1 -2.2 0.6 0.184
H 8.42770 16.48082 17.20813 0.2 0.2 -0.1 0.080
H 9.12991 15.08294 16.40379 0.2 0.0 0.0 0.057
H 7.68686 15.78620 15.77980 -0.2 0.1 0.0 0.066
H 8.85568 17.86744 15.16274 0.6 0.4 0.1 0.106
H 9.54386 16.52088 14.28049 -0.6 -0.3 -0.1 0.087
H 10.94062 17.61110 16.68976 0.1 0.5 0.0 0.116
H 11.47768 17.75090 15.01074 0.2 -0.3 0.1 0.098
C 7.69380 17.26277 11.16509 -0.8 -1.1 0.0 -0.100
C 7.01218 16.18372 10.23555 1.2 1.0 1.0 -0.228
C 7.56320 14.74508 10.48922 0.0 0.7 -0.5 -0.179
C 9.06361 14.57284 10.65378 0.4 -0.1 0.2 -0.187
N 10.20980 14.40876 10.80208 -2.2 0.4 -0.3 0.147
H 8.76538 17.09317 11.27026 0.1 0.3 -0.4 0.048
H 7.30142 17.12806 12.17305 -0.1 0.0 0.2 0.060
H 7.43382 18.28514 10.89078 0.3 -0.1 -0.2 0.067
H 7.08044 16.50652 9.19668 0.3 -0.3 0.0 0.098
H 5.95134 16.17534 10.48585 0.0 -0.2 -0.1 0.100
H 7.21064 14.16994 9.63307 0.4 -0.4 0.1 0.110
H 7.01400 14.36926 11.35248 0.6 -0.3 0.1 0.091
C 16.64141 22.49892 15.25390 0.6 -0.2 -1.1 -0.099
C 15.65268 21.34424 15.18300 -0.4 0.1 0.5 -0.254
C 15.71016 20.45764 13.92787 -0.3 0.4 -0.1 -0.193
C 15.31398 21.10496 12.67415 -0.5 2.5 -3.6 -0.200
N 15.05380 21.65894 11.65585 0.8 -2.1 3.7 0.152
H 16.76814 22.94462 16.24050 -0.3 -0.1 -0.1 0.077
H 16.42524 23.25262 14.49673 -0.4 0.3 0.3 0.072
H 17.61853 22.16748 14.90247 0.3 -0.3 0.4 0.071
H 14.64848 21.74432 15.32295 -0.2 -0.1 -0.1 0.089
H 15.79456 20.67579 16.03220 0.1 -0.1 0.0 0.093
H 15.00194 19.63368 14.01522 0.3 -0.2 0.4 0.067
H 16.72872 20.08786 13.81008 0.0 -0.3 -0.1 0.124
C 14.91154 19.28498 8.48857 1.3 0.6 0.3 -0.081
C 16.44746 19.60854 8.68730 -1.2 -0.1 -0.1 -0.230
C 16.84240 21.10206 8.58279 -0.8 -0.6 0.3 -0.200
C 16.65521 21.63570 7.24434 0.6 0.3 -1.0 -0.244
N 16.52080 22.06414 6.18181 -0.1 -0.3 0.6 0.137
H 14.33616 19.66018 9.33489 0.0 0.0 0.0 0.049
H 14.76902 18.20672 8.41685 0.0 0.0 0.0 0.042
H 14.54314 19.76086 7.57977 0.0 -0.1 0.0 0.068
H 17.00030 19.01925 7.95573 0.2 0.1 0.0 0.101
H 16.77466 19.28450 9.67524 -0.1 -0.2 0.0 0.093
H 17.85400 21.18576 8.97996 0.1 0.4 -0.5 0.117
H 16.19288 21.72880 9.19386 0.0 -0.2 0.5 0.090
C 15.37620 15.27566 8.68002 -1.1 -0.7 0.6 -0.101
C 14.04510 14.61262 8.22018 1.1 -0.4 -0.4 -0.231
C 14.27660 13.45800 7.18709 0.4 0.2 0.6 -0.167
C 15.00506 12.32122 7.82054 0.6 -0.7 0.9 -0.193
N 15.59112 11.48160 8.37638 -1.0 1.5 -1.1 0.167
H 15.98226 14.48724 9.12631 0.3 0.3 0.0 0.066
H 15.09306 15.97968 9.46251 0.3 0.0 0.2 0.042
H 15.95038 15.83904 7.94448 -0.2 -0.3 -0.3 0.072
H 13.39096 15.41162 7.87120 -0.2 -0.4 -0.4 0.102
H 13.56578 14.08812 9.04677 -0.1 0.5 0.4 0.094
H 14.93306 13.79538 6.38502 -0.3 0.0 -0.3 0.114
H 13.32524 13.07162 6.82140 0.1 0.1 -0.2 0.112
C 11.08304 20.72472 12.64453 0.2 0.9 -0.4 -0.103
C 11.11710 22.27156 12.89542 -0.5 -2.0 0.4 -0.214
C 11.77638 22.58936 14.27748 -0.5 0.9 -1.1 -0.186
C 11.35676 21.83594 15.45444 -1.0 -2.2 2.5 -0.223
N 11.05174 21.21892 16.41227 0.9 1.9 -2.9 0.135
H 10.44980 20.17270 13.33907 0.2 0.2 0.3 0.061
H 12.10870 20.35687 12.67324 0.0 -0.2 0.1 0.044
H 10.68732 20.50564 11.65281 0.1 0.1 -0.1 0.068
H 10.08794 22.62332 12.82345 0.0 0.2 0.4 0.101
H 11.63950 22.75446 12.06959 0.4 0.1 0.3 0.105
H 11.50554 23.62996 14.45602 0.4 0.2 0.3 0.115
H 12.85926 22.51818 14.17542 0.0 0.0 0.1 0.092
C 13.44248 17.74374 11.91548 -0.6 -0.7 -0.1 -0.095
C 12.77368 16.37892 12.18284 1.0 -0.2 -0.4 -0.239
C 13.55428 15.48168 13.17770 -0.3 0.9 -0.3 -0.170
C 14.96674 15.29934 12.78835 0.6 -0.3 -0.3 -0.226
N 16.07464 15.16446 12.47393 -1.2 0.3 0.4 0.161
H 13.44530 18.30842 12.84781 0.1 0.3 -0.1 0.048
H 12.86760 18.25740 11.14492 -0.1 0.3 0.2 0.069
H 14.45236 17.66614 11.51270 0.1 -0.2 0.2 0.063
H 12.68074 15.78246 11.27527 -0.1 0.2 -0.3 0.082
H 11.75314 16.51138 12.54205 0.0 0.0 0.2 0.089
H 12.99646 14.54652 13.22669 0.4 -0.2 0.3 0.098
H 13.54798 15.98600 14.14399 0.1 -0.3 0.2 0.078
C 15.62762 14.87010 17.60307 0.9 1.1 0.4 -0.088
C 16.78516 15.90990 17.51474 -0.6 -0.2 -0.7 -0.242
C 16.79304 16.69784 16.19253 0.1 0.6 -0.2 -0.178
C 15.55980 17.53250 16.03679 1.6 -1.4 0.2 -0.200
N 14.57612 18.10744 15.97771 -0.9 0.6 -0.2 0.173
H 14.67014 15.38976 17.63886 -0.1 -0.1 0.0 0.052
H 15.79480 14.34844 18.54543 -0.4 -0.3 -0.1 0.070
H 15.61676 14.18300 16.75698 0.1 0.0 0.1 0.073
H 17.75292 15.42420 17.63988 0.0 -0.1 -0.1 0.105
H 16.72508 16.67700 18.28678 -0.2 -0.3 0.3 0.107
H 16.97960 16.11800 15.28860 -0.6 -0.4 0.0 0.104
H 17.66346 17.35372 16.17458 -0.1 0.4 0.2 0.110
C 10.83060 12.70602 14.02709 -0.1 -0.5 0.1 -0.116
C 9.79489 11.83352 14.80668 1.2 1.0 -0.7 -0.225
C 8.36810 12.21650 14.45861 -0.6 -0.5 -0.3 -0.198
C 7.89236 11.92238 13.10462 0.5 -0.4 -0.3 -0.226
N 7.52346 11.71930 12.03594 -0.1 0.1 0.0 0.152
H 10.77644 12.41756 12.97735 -0.1 0.3 -0.2 0.059
H 11.87658 12.58312 14.30801 -0.1 -0.5 0.4 0.055
H 10.69256 13.78236 14.12984 -0.5 0.0 0.0 0.038
H 9.87986 11.92548 15.88947 0.2 0.1 0.0 0.105
H 9.96489 10.78618 14.55710 -0.1 0.0 0.0 0.113
H 8.14322 13.28138 14.51827 0.2 0.1 0.8 0.107
H 7.76408 11.60718 15.13091 -0.5 0.5 0.1 0.120
C 15.63540 11.69398 12.94313 -0.7 -0.7 -0.3 -0.094
C 14.75360 11.17068 11.79073 -0.8 1.1 0.5 -0.270
C 15.36568 10.00691 11.03696 0.0 0.4 0.2 -0.230
C 15.47802 8.82828 11.87796 0.3 -2.1 1.4 -0.229
N 15.54866 7.87666 12.54911 -0.1 1.8 -1.2 0.131
H 15.52090 11.03564 13.80427 0.0 -0.1 0.1 0.071
H 15.28510 12.68208 13.24154 0.4 0.0 -0.1 0.034
H 16.68758 11.65186 12.66164 0.0 0.5 0.0 0.079
H 14.52124 11.96996 11.08698 0.6 0.1 -0.3 0.084
H 13.75118 11.00274 12.18450 0.0 -0.7 0.2 0.103
H 16.34993 10.40002 10.78238 0.2 -0.6 -0.4 0.105
H 14.82496 9.73262 10.13115 0.1 0.2 0.0 0.100
```
Forces are in eV/Å.

The total energy comes out at -57513.6694 eV. As for the SMILES: CCCC#N.CCCC#N.CCCC#N.CCCC#N.CCCC#N.CCCC#N.CCCC#N.CCCC#N.CCCC#N.CCCC#N. The value obtained for the HOMO-LUMO gap is 11.22 eV. The energy relative to the best compared isomer or geometry (same formula, charge and spin) comes out at 45.43 kcal/mol. As for the net charge: 0. The spin multiplicity is 1.